(1)
14
Properties=species:S:1:pos:R:3:forces:R:3:lowdin_charge:R:1 method="wB97M-V/def2-TZVPD" multiplicity=1 homo_lumo_gap_ha=0.326 smiles="CCOC=C=O.[H][H]" relative_energy_kj_mol=366.38 e_homo_ev=-8.29
O 3.25214 0.54957 0.81131 -0.9763 0.1802 -0.0179 0.117
O -0.38636 0.84083 0.56499 -0.0374 0.0936 0.0309 -0.114
C 0.84650 1.11726 1.09374 0.1565 0.1161 0.1153 -0.149
C 2.09472 0.76057 0.84856 0.5589 -0.0370 0.0920 -0.218
C -2.10476 -0.33509 -0.53709 -0.0147 0.0220 0.0029 -0.072
C -0.60651 -0.24956 -0.31191 -0.0275 -0.1881 -0.1619 -0.304
H -0.08142 -0.08606 -1.26462 -0.0548 0.0100 0.1693 0.105
H 1.99889 -0.86662 -0.97298 0.0692 -0.2421 -0.0957 0.081
H -0.22650 -1.18537 0.12306 -0.0365 0.2006 0.0169 0.104
H 0.79736 1.88063 1.86263 0.0187 -0.0517 0.0020 0.131
H 1.86587 -1.35571 -0.43240 0.1071 -0.1152 -0.1853 0.081
H -2.62582 -0.53135 0.40465 0.0915 0.0266 -0.1197 0.080
H -2.33922 -1.14249 -1.23848 0.0720 0.1064 0.1005 0.079
H -2.48491 0.60339 -0.95148 0.0734 -0.1214 0.0506 0.080

---

(2)
18
Properties=species:S:1:pos:R:3:forces:R:3:lowdin_charge:R:1 method="wB97M-V/def2-TZVPD" multiplicity=1 homo_lumo_gap_ha=0.293 charge=-2 e_homo_ev=-1.70
O -2.45608 -1.10890 -1.80338 -0.3598 -0.9187 -0.8984 0.075
O -2.69214 0.29938 -0.00488 0.4396 -1.1371 -1.3212 0.023
O -0.55617 -2.14125 1.21558 1.0230 1.2014 0.1422 -0.056
O 1.62951 -1.74077 1.53221 2.0782 -0.2805 0.7847 -0.022
N -1.17908 1.36071 2.32009 -0.6077 -0.0397 0.9604 0.147
N 0.66174 -1.79806 -2.52453 -0.2959 1.3641 1.3358 0.123
N -0.45251 2.12692 -2.32361 0.0925 -1.2739 0.7517 0.106
C 0.49794 -1.44331 1.23994 -2.8841 -0.4079 -1.5742 -0.682
C -2.22252 -0.39868 -0.89142 -0.2685 1.8723 2.0281 -0.566
C -0.68815 0.63496 1.57939 0.4487 1.7849 -0.3564 -0.243
C 0.30433 0.14264 0.67227 -1.1185 -3.8180 -2.1048 -0.334
C 1.59829 0.84532 0.79321 2.3794 -0.0983 -0.9782 -0.086
C -0.26395 -0.00240 -0.89120 0.3136 -0.6598 2.0257 -0.236
C -0.35710 1.15074 -1.68443 0.0706 2.9044 -0.7647 -0.281
C 0.32317 -0.99705 -1.74026 0.5070 -1.8758 -0.8931 -0.246
H 2.39388 0.43701 -0.00911 -1.8939 1.0219 1.8335 0.139
H 2.02993 0.73010 1.79642 -0.0928 -0.4444 -0.2970 0.078
H 1.42890 1.90266 0.72371 0.1686 0.8049 -0.6740 0.060

---

(3)
87
Properties=species:S:1:pos:R:3:forces:R:3:lowdin_charge:R:1 method="wB97M-V/def2-TZVPD" multiplicity=1 homo_lumo_gap_ha=0.067 charge=+1 e_homo_ev=-8.74
Br 1.08868 -3.16693 -3.15813 1.9696 -3.0212 -1.0714 0.092
Br -3.78610 2.73761 -1.83695 0.3090 -1.1677 -0.2362 0.822
Al -3.58197 -1.24773 1.01188 3.5363 4.7008 1.2436 0.635
Mg -2.06553 -4.91645 -3.03304 -0.3378 -0.9937 -0.8613 0.559
F 5.94931 -7.12284 -2.79318 -1.2269 1.9984 2.9460 -0.046
O 6.49923 -5.90282 0.29779 -1.2648 -0.3039 -1.7402 0.165
O 5.04218 -4.29011 -0.11495 -0.8172 -1.7341 -2.0089 0.109
O -0.57874 3.79466 1.74747 -0.1188 -0.0031 -0.2108 0.011
O 6.45544 0.09658 0.16030 0.2473 -1.2937 -2.7138 -0.001
O 6.28425 -1.79882 -2.77445 -0.2844 1.3946 2.6067 0.052
O -3.23482 -1.91451 2.69653 -3.5334 -4.2040 0.2109 -0.004
O 5.00710 -6.01444 -1.41722 -0.3911 -2.5551 -4.1780 0.239
O 0.82571 8.75542 -1.98535 -0.0403 -0.2643 -0.0039 0.034
O -6.29855 -1.10372 5.01977 0.0471 -0.1725 -0.2993 -0.036
O -5.17975 -3.25680 2.05507 3.8435 1.6184 1.2175 0.002
N -2.66009 1.25298 -2.08166 0.5924 0.3180 -0.2344 -0.351
N 0.71741 0.97786 -3.23188 -1.1456 6.1080 -0.1214 0.101
N -1.55004 5.68216 2.47074 0.0512 -0.4729 -0.4950 0.005
N 1.73051 6.75222 -1.45361 0.5730 -0.2547 0.4574 0.149
N -0.44441 0.44812 -2.76901 -2.4054 0.5466 0.7649 -0.064
N 2.79421 -2.99822 -0.22753 -0.0187 0.6143 0.5988 0.161
N -0.03155 6.87598 -2.90621 -0.6518 -0.2231 -0.5057 0.148
N -0.83228 2.80066 -2.84019 3.2509 -5.4668 -0.7553 0.099
C -1.40290 1.47787 -2.52665 3.8487 0.9129 -1.3516 -0.334
C -4.94900 -2.93021 0.64497 -1.3047 -2.4429 -1.4835 -0.194
C 0.49746 2.41317 -3.28423 -2.6216 -1.4229 1.0455 -0.011
C 1.66332 -1.20238 2.95227 -0.0620 -0.0199 0.0206 -0.111
C 3.72136 -1.20891 1.44906 0.2440 -0.0649 0.2410 -0.173
C 3.17159 -1.40394 2.86288 -0.2947 -0.0600 0.2979 -0.249
C 3.20442 -2.21364 0.51237 -0.2962 0.0075 -0.3223 -0.203
C -2.04521 4.88746 0.20270 0.0801 0.0359 -0.0868 -0.053
C -0.49197 -1.04699 -2.66266 -1.2049 0.2977 0.8196 -0.282
C -1.33261 4.73366 1.51957 0.3099 -0.0617 0.5332 -0.551
C -3.70001 -3.70212 -0.03363 0.4259 0.9959 -0.1531 -0.134
C 5.87644 -1.43554 -1.60127 -3.7018 -5.1029 -3.2542 -0.289
C 6.86658 -0.25378 -1.02278 3.7489 5.0179 3.3502 -0.267
C 0.84086 7.54244 -2.10693 0.0677 0.6980 0.0838 -0.707
C -2.39695 6.85234 2.38694 0.1878 0.0479 0.4371 -0.072
C 5.58136 -5.48906 -0.40429 5.0173 0.1871 4.4915 -0.663
C -2.91072 -2.65420 -0.99389 0.8652 -0.9101 -0.6409 -0.311
C -3.83151 -3.89330 4.15914 -0.1139 1.0092 -0.7791 0.061
C -0.42856 -1.59057 -1.13665 0.1100 -0.7164 0.2041 -0.226
C -1.31106 -2.96644 -1.08955 -0.5521 1.3499 -0.3059 -0.314
C -4.06597 -2.90897 2.89903 0.5902 -0.9171 0.9082 -0.263
H 1.75933 5.75284 -1.53935 -0.0305 0.0996 0.0485 0.084
H -5.64349 -1.50312 4.43637 -0.1156 0.2041 0.1566 -0.009
H -1.47690 -1.46109 -3.11075 1.5007 1.0688 0.3358 0.126
H -3.12635 4.86982 0.35910 0.0378 0.1633 -0.0854 0.068
H 3.65920 -0.68642 3.52880 0.0742 -0.0731 -0.1523 0.117
H -3.54886 -4.95400 3.81524 -0.8069 1.6409 0.2691 0.126
H -0.95360 -3.69546 -0.28845 -0.4563 0.9837 -1.1293 0.126
H -2.95479 -4.15078 0.70483 -1.2054 0.5980 -0.7134 0.130
H 0.64066 -1.88971 -0.82999 -1.5878 0.6032 -0.7700 0.048
H 3.47980 -0.20449 1.08879 -0.0164 -0.1316 -0.1011 0.128
H 4.40512 -4.35763 -0.86399 -0.9574 2.0338 0.4679 0.100
H 3.42422 -2.40328 3.23096 0.0842 0.1042 -0.1028 0.118
H 1.56822 0.46280 -3.50639 -0.9906 -0.0317 0.3306 0.188
H -4.89238 -1.76961 0.44365 -2.8711 -2.0346 -0.4761 -0.009
H -1.77802 4.06270 -0.45555 0.1309 0.1237 0.2364 0.007
H -3.14766 6.79198 3.17784 -0.1026 0.2145 -0.1314 0.085
H -0.03640 5.87850 -3.01992 -0.0462 0.0882 0.0480 0.073
H 5.85394 -2.20819 -0.81597 1.2811 0.1326 0.1369 0.107
H 1.12440 -1.93835 2.34756 0.0468 0.0323 -0.0215 0.061
H -3.35327 -2.75024 -2.06006 0.4247 0.1269 1.4687 0.070
H -1.74697 5.82340 -0.27620 -0.1826 0.0058 -0.0155 0.084
H -1.04081 5.51623 3.32791 -0.0659 0.0588 -0.1047 0.144
H 7.88767 -0.66065 -1.10189 -0.4314 -1.0788 0.4558 0.139
H 0.44222 -1.55560 -3.29417 -2.0719 1.4792 1.2025 -0.172
H -3.00498 -1.53883 -0.68218 0.2105 -1.7970 -1.2086 -0.046
H -1.77853 7.73773 2.54734 -0.2371 0.1256 -0.0897 0.089
H 1.24602 3.20484 -3.64348 -1.1398 -1.7518 0.6190 0.145
H -7.06525 -0.96080 4.45010 0.0145 0.0325 0.1718 0.050
H -5.89184 -3.27466 0.07653 1.3799 0.7854 1.1424 0.191
H -0.70794 7.42841 -3.40768 0.1434 -0.0989 0.0661 0.109
H 4.85647 -1.02076 -1.53192 0.3417 1.0654 -0.4745 0.120
H -4.79090 -3.86764 4.77515 1.2456 -0.3153 -0.8038 0.117
H 6.87942 0.52516 -1.80268 -1.2201 -0.1137 -0.1183 0.134
H -2.89648 6.93346 1.42344 0.1230 -0.0825 0.0951 0.076
H -1.16991 -3.43458 -2.14317 0.4209 1.0587 2.3474 -0.197
H -0.78042 -0.82951 -0.35033 0.1870 -0.8659 -1.1928 0.091
H 4.81351 -1.27923 1.48124 -0.0820 -0.0196 -0.2004 0.111
H -4.10781 -4.54979 -0.68019 0.6444 1.0068 0.8183 0.096
H -2.95818 -3.48631 4.76435 -1.2830 -0.3355 -0.8748 0.114
H 2.39435 7.21032 -0.85055 -0.1125 -0.0911 -0.1103 0.110
H 1.38035 -0.20284 2.61083 -0.0155 -0.0419 0.0262 0.077
H 1.32954 -1.31475 3.98633 -0.0097 0.0392 -0.0804 0.073
H -2.99983 0.30236 -1.88406 0.2188 0.9783 -0.1518 0.068

---

(4)
9
Properties=species:S:1:pos:R:3:forces:R:3:lowdin_charge:R:1 method="wB97M-V/def2-TZVPD" multiplicity=1 homo_lumo_gap_ha=0.361 smiles="O=Cn1onnc1=O" relative_energy_kj_mol=574.75 e_homo_ev=-10.99
O 1.04769 -2.12504 -0.79232 0.0955 3.8234 -2.5315 0.073
O 0.06138 -0.67595 1.87598 0.5324 -3.4019 3.7484 0.224
O -0.38797 0.98621 -1.12495 1.0635 -0.1012 2.2146 -0.060
N 0.34496 0.01341 -0.33074 -0.7941 -0.5438 -2.6744 0.046
N -0.83353 1.20696 0.98302 -2.3676 2.4838 1.7560 0.107
N -0.96372 1.81243 -0.04972 0.2541 -1.3135 -0.9747 0.126
C -0.22772 -0.04687 0.97378 1.8048 2.9715 -4.8976 -0.503
C 0.84105 -0.98320 -1.25294 -1.3887 -3.4158 4.6838 -0.144
H 0.71728 -0.53103 -2.21267 0.8001 -0.5025 -1.3246 0.130

---

(5)
19
Properties=species:S:1:pos:R:3:forces:R:3:lowdin_charge:R:1 method="wB97M-V/def2-TZVPD" multiplicity=1 homo_lumo_gap_ha=0.357 smiles=CNC[C@H](N)CO relative_energy_kj_mol=282.75 e_homo_ev=-8.76
O 0.36958 0.25875 -2.92114 0.3384 -0.1703 -2.5159 -0.065
N -0.94548 1.42046 -0.52780 0.2362 -1.1826 0.9334 0.052
N 0.28047 -0.02438 1.92818 -0.7502 -0.6266 -0.3481 -0.140
C 0.22174 -0.42289 -1.72992 1.0838 -2.6945 -2.9441 -0.299
C -0.18746 -0.62569 0.64995 -3.6400 3.7251 1.3586 -0.211
C 0.28423 -0.98589 3.04030 0.9086 -0.3182 0.7582 -0.160
C 0.10184 0.38669 -0.51185 -0.5917 -0.1075 2.7485 -0.382
H -1.38668 -0.81002 0.71071 2.5261 0.1557 -0.4190 0.161
H 0.47506 1.16537 -2.84413 0.4017 2.6733 0.4938 0.039
H 0.28587 -1.51896 0.53344 1.3631 -2.5222 -0.5009 0.064
H -0.66766 -1.14900 3.56834 -0.0756 0.3532 -0.1984 0.063
H 1.17344 -1.04565 -1.71607 -1.1474 0.1886 0.8095 0.137
H 1.03514 -0.61049 3.79410 -0.7741 -0.5903 -0.5960 0.081
H -1.87378 1.18141 -0.86439 0.5499 -0.1340 -0.1399 0.086
H -0.32895 0.77842 2.16055 0.5579 -0.6780 -0.2483 0.108
H -0.60481 2.27556 -0.85796 0.1328 1.3208 -0.6449 0.041
H -0.59810 -1.07682 -2.22018 0.4197 0.0959 2.8274 0.161
H 1.08709 0.89007 -0.13137 -1.5766 -0.7936 -1.3023 0.178
H 0.57969 -2.03576 2.74258 0.0376 1.3051 -0.0716 0.086

---

(6)
12
Properties=species:S:1:pos:R:3:forces:R:3:lowdin_charge:R:1 method="wB97M-V/def2-TZVPD" multiplicity=1 homo_lumo_gap_ha="0.317 / 0.319" relative_energy_kj_mol=558.24 e_homo_ev="-9.78 / -9.83"
N -2.40399 -0.54854 -1.32508 0.6679 0.6334 0.6528 0.137
N 1.25702 0.90049 1.19997 -0.3001 -0.3167 0.0467 0.086
C -0.89777 1.00977 0.15104 0.0310 0.1046 -0.0427 -0.182
C -1.71491 0.11354 -0.67357 -0.6202 -0.5434 -0.5431 -0.268
C 0.89768 -1.43505 -1.06706 0.4375 -0.2774 -0.3703 0.220
C 0.14508 0.32130 1.00360 0.1168 0.1742 0.0630 -0.320
H -1.57810 1.55844 0.81606 0.0855 -0.0810 -0.0835 0.124
H -0.39743 1.74767 -0.48248 -0.0814 -0.1042 0.0558 0.121
H 1.82890 0.35777 1.84909 -0.0343 0.0714 -0.0543 0.050
H 1.40891 -2.42076 -0.99177 -0.1786 0.1718 0.1098 -0.046
H 1.42389 -0.95715 -1.92263 -0.2094 0.0529 0.1915 -0.035
H -0.16201 -0.62136 1.46775 0.0853 0.1145 -0.0258 0.112

---

(7)
59
Properties=species:S:1:pos:R:3:forces:R:3:lowdin_charge:R:1 method="wB97M-V/def2-TZVPD" multiplicity=1 homo_lumo_gap_ha=0.260 charge=-2 relative_energy_kj_mol=0.00 e_homo_ev=-2.91
Sb 9.80947 -2.19731 13.48522 0.1260 -0.3430 -0.0266 1.564
Cl 14.36133 -2.04344 9.30001 -0.3584 0.1745 0.0653 0.608
Cl 9.69546 1.01708 6.60601 -0.3997 0.1164 -0.1401 0.604
Cl 9.08765 -0.89373 8.99791 -0.5237 -0.0168 0.1511 0.614
Cl 12.58593 1.34861 5.51863 -0.0952 0.0023 0.0750 0.610
Cl 14.89002 -0.15563 6.94366 0.2960 -0.0976 -0.1377 0.619
O 13.30576 -1.23604 13.29385 -0.8374 0.0037 -0.2338 -0.061
O 10.82395 -4.34892 10.72918 0.3371 0.2135 0.1355 -0.149
O 11.40465 -6.51755 10.80111 -0.0283 -0.0950 -0.1160 -0.031
O 15.47180 -1.59903 13.58841 0.9190 -0.1535 0.1835 -0.052
O 16.29481 -6.27617 12.12319 0.1488 0.1442 -0.0560 0.046
N 13.02835 -3.68054 12.14247 -0.5362 -0.9592 -0.7075 0.102
C 10.08894 -1.07081 16.43604 -0.6510 0.5403 -0.0283 -0.153
C 12.92290 -4.95092 11.69431 -0.1959 1.2063 -0.4324 -0.174
C 12.26190 0.32403 6.87815 -0.3330 -0.3375 -0.0386 -0.736
C 15.28181 -4.14160 12.66196 2.0799 -0.4859 -0.5260 0.030
C 15.23007 -5.42424 12.13042 -1.3431 0.5166 0.5105 -0.289
C 8.31052 -4.79472 12.93717 -0.0890 -0.3115 0.4373 -0.155
C 6.87098 -1.39221 14.74737 0.7312 0.8777 0.9827 -0.149
C 11.59469 -5.30895 11.00029 -0.2456 -0.4959 0.3829 -0.662
C 10.72344 -0.71097 8.45694 1.0534 0.0967 0.0206 -0.737
C 14.33735 -1.92381 13.20620 0.0110 1.0943 0.1931 -0.704
C 8.54571 -4.39248 15.43772 0.1348 -0.1982 0.5965 -0.158
C 9.17519 -4.19864 14.06677 0.0929 -0.3300 -0.0664 -0.568
C 13.97697 -5.83405 11.67591 0.4663 -0.6596 -0.0697 0.047
C 8.17108 0.30637 13.37190 -1.1732 0.6750 0.8848 -0.186
C 7.90914 -1.16289 13.66156 -0.1979 -0.1667 -0.7869 -0.600
C 14.20403 -3.30490 12.59900 -0.3575 0.1958 0.7084 -0.248
C 11.73099 -1.38676 9.16822 -0.7144 0.5960 -0.4377 -0.174
C 10.89018 -1.60408 15.25412 -0.3895 0.2208 0.4066 -0.585
C 13.26941 -0.39190 7.48630 0.2726 0.3795 0.3632 -0.735
C 11.82370 -2.68647 15.69079 1.0093 -1.1024 -0.1948 -0.172
C 10.97259 0.13126 7.36406 -0.4126 0.0116 0.2226 -0.721
C 12.95853 -1.16000 8.60641 1.2954 -0.8251 -0.0182 -0.681
Li 11.66410 -2.59382 11.01017 -0.1932 -0.1515 -0.0091 0.461
H 7.50690 -1.54174 12.73006 -0.4033 -0.2935 -0.3614 0.053
H 7.42778 -4.14352 12.79127 0.2301 -0.3187 -0.2059 0.057
H 6.36371 -2.33101 14.73047 0.0831 -0.9738 -0.1738 0.041
H 6.05170 -0.68036 14.66551 -0.0631 0.5037 -0.0406 0.059
H 8.51374 0.79385 14.29137 0.1503 0.1846 -0.1698 0.061
H 8.92098 -4.85990 12.01388 -0.5687 -0.0314 0.3357 0.054
H 7.24133 0.84469 13.05920 0.4070 -0.3838 0.2669 0.077
H 10.67836 -0.68967 17.28590 0.2688 -0.2643 -0.2874 0.071
H 13.78453 -6.81657 11.27514 0.0811 -0.1367 -0.0499 0.116
H 11.52647 -0.84211 14.81952 0.0979 0.3958 0.0572 0.055
H 7.33285 -1.26228 15.75164 -0.4481 -0.0838 -0.4808 0.066
H 7.62421 -3.84831 15.55244 -0.5666 0.1730 -0.1692 0.035
H 9.14874 -4.04403 16.27965 0.3234 0.0507 -0.2062 0.045
H 12.47184 -3.02584 14.86053 -0.4680 0.0545 0.2616 0.061
H 11.33510 -3.56786 16.14114 0.0275 0.2999 -0.1596 0.065
H 17.04996 -5.77355 12.45626 -0.0807 -0.1097 -0.0480 0.099
H 10.14325 -4.70431 14.05027 0.0403 -0.1914 0.0273 0.071
H 8.31948 -5.44908 15.67454 0.0814 0.1538 -0.3572 0.071
H 9.37428 -1.78841 16.84316 0.1785 -0.3310 0.0180 0.050
H 8.87855 0.47803 12.58644 0.6097 -0.0472 -0.4009 0.045
H 12.52996 -2.28705 16.41908 0.0415 0.0454 0.2857 0.077
H 16.22945 -3.69137 12.98761 -0.4171 -0.2086 0.1148 0.122
H 9.45436 -0.23519 16.13949 0.0016 0.2139 -0.1343 0.042
H 7.91884 -5.81655 13.23900 0.4944 0.9626 -0.4159 0.082

---

(8)
7
Properties=species:S:1:pos:R:3:forces:R:3:lowdin_charge:R:1 method="wB97M-V/def2-TZVPD" multiplicity=1 homo_lumo_gap_ha="0.291 / 0.266" relative_energy_kj_mol=433.06 e_homo_ev="-8.52 / -8.10"
Cl -1.79550 0.11885 -2.59584 -0.3115 0.6681 -0.2210 0.391
Cl 1.05969 0.16200 -2.44538 -0.2699 0.2368 -0.0598 0.472
N 0.62009 0.46008 0.38670 -2.7483 -1.1997 3.0947 0.100
N -0.39399 -0.64797 -2.02262 0.2131 -1.1709 1.8367 -1.029
C -0.36731 -0.22097 0.32738 2.5713 1.6729 -2.9238 0.048
H 1.30668 0.53891 -0.29303 1.8364 0.4197 -2.2140 -0.053
H -1.22014 -0.40988 0.90026 -1.2911 -0.6269 0.4872 0.071